Density functional theory data (wB97M-V/def2-TZVPD) for 22 unconnected molecules or ions with the total composition C76H208N20O34 in a non-equilibrium geometry.

CARTESIAN COORDINATES (ANGSTROEM)
C -2.89 -6.40 0.56
O -3.88 -5.99 -0.41
C -4.36 -4.61 -0.25
C -5.30 -4.40 -1.49
N -4.73 -3.47 -2.51
C -4.60 -2.10 -1.92
C -3.91 -1.01 -2.78
O -2.59 -1.51 -3.15
C -1.81 -0.44 -3.68
H -3.31 -6.15 1.53
H -1.87 -6.02 0.46
H -2.87 -7.47 0.32
H -3.61 -3.88 0.04
H -4.99 -4.51 0.63
H -6.38 -4.34 -1.34
H -5.26 -5.30 -2.09
H -3.80 -3.66 -2.86
H -3.99 -2.15 -1.02
H -5.59 -1.70 -1.72
H -3.88 -0.07 -2.24
H -4.35 -1.00 -3.78
H -2.38 0.16 -4.38
H -0.98 -0.82 -4.28
H -1.35 0.20 -2.92
C 5.45 4.93 -3.28
O 6.74 4.97 -2.71
C 6.87 5.96 -1.72
C 7.94 5.52 -0.73
N 7.52 4.70 0.36
C 6.91 5.50 1.45
C 5.30 5.44 1.39
O 4.96 4.14 1.01
C 3.56 4.01 0.54
H 5.45 5.14 -4.35
H 4.70 5.44 -2.67
H 5.26 3.86 -3.22
H 5.95 6.32 -1.26
H 7.30 6.77 -2.30
H 8.58 6.34 -0.40
H 8.59 4.86 -1.30
H 6.85 4.04 -0.01
H 7.25 6.54 1.38
H 7.32 5.10 2.37
H 4.86 6.18 0.72
H 4.78 5.56 2.34
H 3.31 2.96 0.42
H 3.44 4.27 -0.51
H 2.85 4.33 1.31
C -1.15 -3.65 -7.30
O -1.13 -5.05 -6.97
C 0.03 -5.31 -6.17
C -0.38 -5.13 -4.68
N 0.89 -5.02 -3.97
C 0.90 -4.08 -2.83
C 1.67 -4.53 -1.64
O 2.95 -5.04 -1.97
C 3.60 -5.77 -0.91
H -1.81 -3.04 -6.69
H -1.57 -3.54 -8.30
H -0.16 -3.19 -7.27
H 0.91 -4.77 -6.50
H 0.22 -6.36 -6.38
H -0.94 -6.00 -4.35
H -0.98 -4.22 -4.57
H 1.05 -5.96 -3.63
H -0.16 -3.87 -2.72
H 1.30 -3.09 -3.04
H 1.00 -5.31 -1.26
H 1.67 -3.79 -0.84
H 4.52 -6.22 -1.26
H 2.82 -6.45 -0.55
H 3.91 -5.10 -0.12
C 2.48 8.23 -4.27
O 2.62 7.10 -5.03
C 1.47 6.51 -5.58
C 1.76 5.01 -5.77
N 0.71 4.06 -6.15
C 1.29 2.75 -6.56
C 0.27 1.69 -6.97
O -0.42 1.93 -8.16
C -1.23 0.75 -8.59
H 3.41 8.80 -4.30
H 2.32 7.96 -3.23
H 1.56 8.78 -4.48
H 1.27 7.02 -6.52
H 0.61 6.52 -4.90
H 2.33 4.62 -4.93
H 2.48 5.04 -6.59
H 0.15 4.40 -6.92
H 1.94 2.41 -5.76
H 1.87 2.91 -7.47
H -0.42 1.38 -6.18
H 0.90 0.85 -7.26
H -2.08 1.06 -9.21
H -1.76 0.14 -7.86
H -0.56 -0.04 -8.93
C -7.84 -3.72 7.34
O -8.96 -3.77 6.48
C -8.60 -3.54 5.12
C -9.85 -3.63 4.11
N -10.43 -2.31 3.78
C -11.11 -2.45 2.47
C -11.64 -1.14 1.95
O -12.99 -1.00 2.28
C -13.59 0.14 1.66
H -6.89 -3.48 6.86
H -7.69 -4.60 7.96
H -8.03 -2.93 8.07
H -7.88 -4.32 4.85
H -8.12 -2.58 4.95
H -10.60 -4.32 4.49
H -9.50 -4.07 3.17
H -11.23 -2.29 4.40
H -11.94 -3.15 2.34
H -10.34 -2.62 1.71
H -11.54 -1.27 0.88
H -11.15 -0.22 2.28
H -14.09 -0.19 0.74
H -12.95 0.94 1.29
H -14.40 0.55 2.27
C 1.51 1.10 10.22
O 1.73 0.37 9.01
C 3.16 0.08 8.74
C 3.14 -1.05 7.70
N 2.39 -0.88 6.46
C 2.92 0.25 5.70
C 2.37 0.20 4.25
O 0.93 0.50 4.06
C 0.10 -0.61 4.25
H 0.43 1.14 10.37
H 1.89 2.12 10.20
H 1.95 0.71 11.14
H 3.70 -0.44 9.53
H 3.74 0.97 8.50
H 2.70 -1.95 8.12
H 4.11 -1.46 7.43
H 1.48 -0.55 6.76
H 4.01 0.24 5.60
H 2.67 1.20 6.16
H 2.64 -0.79 3.88
H 2.98 0.74 3.53
H 0.44 -1.39 3.57
H -0.95 -0.36 4.06
H 0.19 -1.15 5.19
C -5.05 4.93 -0.10
O -5.99 3.99 -0.54
C -5.54 3.05 -1.52
C -6.44 1.73 -1.76
N -7.83 1.95 -1.43
C -8.74 0.78 -1.62
C -8.87 -0.07 -0.41
O -7.57 -0.47 0.15
C -7.63 -1.77 0.79
H -4.07 4.47 0.01
H -5.40 5.35 0.85
H -4.93 5.74 -0.81
H -4.47 2.82 -1.48
H -5.61 3.64 -2.43
H -6.19 0.82 -1.21
H -6.25 1.43 -2.79
H -8.02 2.64 -0.71
H -8.35 0.19 -2.46
H -9.73 1.15 -1.88
H -9.46 -0.92 -0.77
H -9.51 0.40 0.33
H -8.16 -1.57 1.72
H -6.66 -1.99 1.24
H -8.03 -2.59 0.19
C -1.36 -8.95 6.80
O -1.34 -7.62 6.27
C -1.05 -7.60 4.90
C -1.75 -6.39 4.18
N -1.04 -5.23 4.65
C -1.35 -3.88 4.03
C -2.77 -3.57 4.41
O -3.64 -4.21 3.48
C -5.08 -4.12 3.71
H -1.66 -9.08 7.84
H -0.57 -9.67 6.57
H -2.11 -9.53 6.28
H -1.48 -8.50 4.46
H 0.03 -7.57 4.75
H -2.83 -6.46 4.34
H -1.49 -6.47 3.13
H -1.23 -5.18 5.64
H -1.24 -3.82 2.95
H -0.61 -3.21 4.47
H -3.17 -2.55 4.44
H -2.96 -3.86 5.45
H -5.24 -3.07 3.47
H -5.27 -4.21 4.78
H -5.52 -4.83 3.01
C 3.28 1.18 -3.13
O 2.16 1.57 -2.29
C 1.41 0.45 -1.97
C 0.72 0.61 -0.60
N -0.41 -0.26 -0.54
C -1.49 0.20 0.45
C -2.06 -1.04 1.03
O -2.99 -0.81 2.08
C -4.19 -0.27 1.77
H 3.90 0.34 -2.80
H 4.01 1.99 -3.16
H 2.89 0.86 -4.10
H 1.92 -0.51 -1.91
H 0.73 0.41 -2.82
H 0.25 1.59 -0.47
H 1.36 0.33 0.24
H -0.66 -0.36 -1.51
H -2.39 0.63 0.01
H -1.20 0.99 1.13
H -1.23 -1.63 1.41
H -2.49 -1.64 0.22
H -5.01 -0.54 2.44
H -4.46 -0.89 0.91
H -4.09 0.76 1.43
C 6.74 1.19 -1.23
O 7.11 1.03 0.17
C 8.55 1.04 0.28
C 9.27 -0.32 -0.35
N 9.24 -1.27 0.73
C 10.20 -2.32 0.73
C 11.70 -1.79 0.73
O 12.23 -1.52 -0.57
C 13.56 -1.19 -0.49
H 6.95 0.29 -1.80
H 7.27 2.05 -1.65
H 5.67 1.41 -1.24
H 8.84 0.94 1.33
H 9.07 1.90 -0.15
H 10.22 0.12 -0.64
H 8.73 -0.69 -1.22
H 9.18 -0.76 1.59
H 10.17 -2.90 -0.19
H 9.86 -2.93 1.57
H 12.31 -2.33 1.45
H 11.59 -0.77 1.10
H 13.92 -0.91 -1.48
H 14.25 -1.94 -0.11
H 13.77 -0.29 0.09
C -4.06 1.81 8.25
O -4.66 1.51 7.00
C -4.29 0.33 6.29
C -5.50 -0.20 5.44
N -6.21 0.76 4.56
C -7.59 0.33 4.31
C -8.17 1.23 3.22
O -8.49 2.57 3.67
C -8.51 3.48 2.55
H -2.98 1.96 8.33
H -4.41 1.08 8.98
H -4.43 2.80 8.51
H -4.04 -0.47 6.99
H -3.40 0.51 5.69
H -6.15 -0.71 6.15
H -4.95 -0.90 4.82
H -6.27 1.67 5.01
H -8.27 0.35 5.16
H -7.74 -0.64 3.83
H -9.08 0.75 2.88
H -7.48 1.14 2.39
H -9.15 3.09 1.76
H -7.49 3.77 2.30
H -9.00 4.40 2.87
C 6.28 2.49 -6.30
O 6.97 3.19 -7.25
C 8.17 2.54 -7.66
C 9.42 3.40 -8.29
N 8.88 4.36 -9.23
C 10.01 5.07 -9.83
C 9.24 5.92 -10.93
O 8.20 5.28 -11.67
C 8.58 4.40 -12.80
H 5.32 2.97 -6.12
H 6.88 2.44 -5.39
H 6.07 1.43 -6.45
H 7.90 1.78 -8.38
H 8.62 2.00 -6.82
H 9.92 2.63 -8.87
H 10.18 3.80 -7.62
H 8.17 4.99 -8.90
H 10.81 4.60 -10.40
H 10.46 5.74 -9.10
H 9.84 6.48 -11.65
H 8.78 6.73 -10.36
H 7.66 4.02 -13.24
H 9.22 3.57 -12.52
H 9.15 4.90 -13.59
C -2.00 -2.87 8.14
O -3.13 -2.53 7.91
N -1.02 -2.47 7.42
N -1.59 -3.53 9.17
H -0.14 -2.95 7.56
H -1.20 -1.89 6.61
H -2.45 -3.75 9.66
H -0.80 -4.15 9.17
C -1.60 3.29 -3.58
O -2.48 2.97 -2.79
N -1.76 3.48 -4.82
N -0.30 3.35 -3.32
H -2.68 3.46 -5.22
H -0.90 3.72 -5.31
H 0.02 3.19 -2.37
H 0.39 3.77 -3.92
C -3.82 3.30 3.27
O -2.93 3.95 2.79
N -4.98 3.12 2.78
N -3.67 2.67 4.41
H -5.48 2.33 3.18
H -5.06 3.27 1.78
H -4.35 1.96 4.65
H -2.89 2.66 5.05
C 5.57 -2.30 -3.06
O 5.76 -1.93 -1.97
N 6.05 -1.98 -4.23
N 4.77 -3.27 -3.37
H 6.75 -1.26 -4.15
H 5.96 -2.58 -5.04
H 4.30 -3.69 -2.58
H 4.66 -3.36 -4.37
O 5.77 -0.07 1.94
H 5.46 0.75 2.32
H 6.27 0.19 1.17
O 6.79 -2.94 0.18
H 7.36 -2.30 0.62
H 6.38 -2.45 -0.53
O 2.92 -4.47 3.34
H 2.06 -4.09 3.50
H 3.44 -3.75 2.99
O 1.09 6.15 0.79
H 0.50 5.40 0.80
H 0.87 6.65 1.58
O -1.60 4.93 0.58
H -2.21 4.55 -0.05
H -1.67 4.37 1.35
O 4.36 -2.46 1.80
H 4.68 -1.57 1.68
H 4.91 -2.99 1.23

Multiplicity ... 1
HOMO energy ... -7.8 eV
LUMO level ... 0.17 eV
Max |F| ... 6.6 eV Å⁻¹